A cluster of 5 separate species, C36H56NO15 in total at a distorted geometry. Source: the OMol25 dataset; level of theory: wB97M-V/def2-TZVPD.

ORCA input file:
```
! RIJCOSX wB97M-V def2-TZVPD def2/J DEFGRID3
* xyz -1 1
C -5.0008 1.9809 -0.9294
C -3.6013 2.5317 -0.4997
C -2.4437 2.0142 -1.4094
C -1.4663 1.1737 -0.5263
C -0.6592 2.2049 0.2918
C -0.5099 0.3700 -1.4789
C 0.9179 0.9652 -1.4868
O 1.8099 0.4802 -0.7433
O 1.0789 1.9207 -2.2772
N -0.4871 -1.1002 -1.2795
C -0.3147 -1.4842 0.1001
O 0.6584 -2.5474 0.1594
C 0.3084 -3.6102 0.9234
C 0.6570 -4.8645 0.4584
C 0.3816 -5.9946 1.1732
C -0.2817 -5.9027 2.3772
C -0.6422 -4.6750 2.8622
C -0.3277 -3.5451 2.1409
C -1.5876 -1.7620 -1.9133
C -1.2863 -2.6077 -2.9546
C -2.2488 -3.3175 -3.6251
C -3.5713 -3.1912 -3.2582
C -3.8784 -2.3353 -2.2336
C -2.9203 -1.6271 -1.5620
H -5.4144 1.2770 -0.2002
H -4.9147 1.4770 -1.8934
H -5.7134 2.8102 -0.9686
H -3.4561 2.2087 0.5357
H -3.6498 3.6227 -0.4790
H -2.8405 1.4151 -2.2302
H -1.8968 2.9025 -1.7320
H -2.1033 0.5523 0.1091
H 0.1339 1.7541 0.8914
H -1.3390 2.7163 0.9916
H -0.2773 2.9902 -0.3617
H -0.8775 0.5265 -2.4961
H -1.2877 -1.7810 0.5150
H 0.0812 -0.6557 0.6905
H 1.1683 -4.9847 -0.4918
H 0.6741 -6.9809 0.8291
H -0.5062 -6.7897 2.9616
H -1.1692 -4.5525 3.8014
H -0.6164 -2.5780 2.5434
H -0.2479 -2.7152 -3.2502
H -1.9346 -3.9858 -4.4204
H -4.3254 -3.7634 -3.7868
H -4.9270 -2.2488 -1.9592
H -3.2093 -0.9800 -0.7418
C 4.0803 0.0955 1.3556
C 4.9207 -0.0606 2.6057
O 5.9910 -1.0114 2.4280
C 7.0258 -0.5919 1.7123
O 7.1666 0.4966 1.2202
O 7.9019 -1.6044 1.6187
C 9.0237 -1.3180 0.7877
H 3.7033 -0.8713 1.0222
H 3.2338 0.7551 1.5382
H 4.6587 0.5121 0.5337
H 4.3047 -0.4596 3.4110
H 5.3250 0.8943 2.9458
H 9.5287 -0.4083 1.1082
H 8.7085 -1.2289 -0.2515
H 9.7110 -2.1559 0.8786
C -6.6549 9.9199 0.2949
C -7.0070 8.4638 0.5199
O -6.2447 7.5937 -0.3228
C -4.9682 7.4178 0.0366
O -4.4316 7.9120 0.9946
O -4.3971 6.6154 -0.8550
C -2.9922 6.4123 -0.6512
H -6.7642 10.1800 -0.7593
H -7.3023 10.5660 0.8890
H -5.6215 10.1232 0.5724
H -8.0501 8.2953 0.2551
H -6.8847 8.1771 1.5651
H -2.7891 6.0547 0.3560
H -2.4481 7.3356 -0.8439
H -2.6641 5.6591 -1.3617
C 0.3609 9.1679 0.6257
C 1.1533 9.2167 -0.6653
O 2.1416 8.1857 -0.7247
C 1.6704 6.9523 -0.9715
O 0.5121 6.6718 -1.1516
O 2.6933 6.1126 -0.9648
C 2.3251 4.7249 -1.1211
H 1.0316 9.2008 1.4859
H -0.3312 10.0094 0.6827
H -0.2148 8.2465 0.7004
H 1.7005 10.1575 -0.7219
H 0.5017 9.1644 -1.5389
H 1.7290 4.5703 -2.0157
H 1.7824 4.3839 -0.2417
H 3.2414 4.1509 -1.2108
C 2.2940 -13.2659 2.2090
C 1.5791 -13.0403 0.8928
O 1.4114 -11.6463 0.6083
C 2.5101 -11.0046 0.2055
O 3.5999 -11.4931 0.0532
O 2.1926 -9.7259 0.0141
C 3.3025 -8.8913 -0.3286
H 1.7764 -12.7473 3.0177
H 2.3393 -14.3304 2.4415
H 3.3118 -12.8795 2.1768
H 0.5737 -13.4551 0.9476
H 2.0917 -13.5336 0.0662
H 3.8347 -9.2770 -1.1957
H 3.9778 -8.8008 0.5210
H 2.9080 -7.9072 -0.5668
*
```

Output
Gap between HOMO and LUMO   6.92 eV
Calculated total energy   -70445.067 eV
E_HOMO   -4.816 eV
Largest force on an atom   2.0 eV/Å

=====

A structure of composition C36H57BrCl3GeMnN2O2PS. Source: the OMol25 dataset; level of theory: wB97M-V/def2-TZVPD.

ORCA input file:
```
! RIJCOSX wB97M-V def2-TZVPD def2/J DEFGRID3
* xyz 2 6
Mn 0.6803 -0.2195 0.1140
C -0.3076 -2.2111 -6.9661
C -0.1863 -3.3935 -5.9967
C 0.7702 -4.4231 -6.5976
C -1.5624 -4.0463 -5.8063
C 0.2970 -2.8936 -4.6386
C -0.3807 -1.8455 -4.0072
C 0.0804 -1.4632 -2.7779
Br -0.7814 -0.0069 -1.8624
C 1.1466 -2.0191 -2.0752
O 1.4225 -1.5555 -0.8230
C 1.8555 -3.0439 -2.7102
C 1.3831 -3.4400 -3.9685
C 3.1047 -3.7649 -2.1881
C 3.5538 -3.2993 -0.8057
C 4.2549 -3.5096 -3.1731
C 2.8182 -5.2703 -2.1009
H -0.5624 -2.5756 -7.9602
H 0.6313 -1.6614 -7.0393
H -1.0916 -1.5142 -6.6681
H 0.3960 -4.7317 -7.5724
H 0.8452 -5.3197 -5.9820
H 1.7699 -4.0122 -6.7432
H -1.9294 -4.4253 -6.7594
H -2.2944 -3.3321 -5.4268
H -1.5063 -4.8818 -5.1077
H -1.2179 -1.3453 -4.4707
H 1.9224 -4.2373 -4.4554
H 3.7932 -2.2354 -0.7913
H 4.4553 -3.8530 -0.5366
H 2.7902 -3.4927 -0.0544
H 4.4534 -2.4421 -3.2740
H 4.0442 -3.9085 -4.1636
H 5.1618 -3.9926 -2.8096
H 1.9750 -5.4707 -1.4394
H 3.6928 -5.7869 -1.7056
H 2.5956 -5.7060 -3.0731
Cl 4.8705 2.8083 2.8587
Ge 2.8730 2.4360 3.6691
Cl 2.2514 4.2940 4.5546
Cl 3.1279 0.9250 5.1733
S 2.5411 0.4190 1.3704
C 3.6168 -0.8385 1.8935
N 4.8866 -0.4499 2.1669
C 5.7911 -1.3002 2.6820
C 5.4205 -2.5985 2.9064
C 4.0974 -2.9329 2.6128
N 3.2124 -2.0702 2.1286
H 5.1266 0.5427 2.0584
H 6.7724 -0.8975 2.8901
H 6.1164 -3.3171 3.3070
H 3.7279 -3.9349 2.7940
O -0.4029 0.8024 1.2296
P -1.4136 1.9653 1.4963
C -3.0219 1.3907 0.8924
C -3.4592 0.0022 1.3738
C -4.5117 -0.5567 0.4039
C -5.4410 0.5421 -0.1391
C -5.5329 1.7034 0.8424
C -4.1802 2.4168 0.9604
C -1.1290 2.4393 3.2424
C -2.2800 3.1360 3.9948
C -3.3148 2.1629 4.5520
C -2.6653 1.0775 5.4036
C -1.5867 0.3345 4.6218
C -0.5357 1.3053 4.0977
C -0.9206 3.3483 0.4270
C 0.6157 3.4658 0.3673
C 1.0241 4.8165 -0.2141
C 0.6008 5.9732 0.7066
C -0.6266 5.6165 1.5526
C -1.5777 4.7131 0.7716
H -2.7609 1.2708 -0.1714
H -3.8781 0.0753 2.3757
H -2.6076 -0.6801 1.4381
H -5.0947 -1.3170 0.9248
H -4.0115 -1.0632 -0.4251
H -6.4288 0.1304 -0.3395
H -5.0682 0.9167 -1.0970
H -5.8456 1.3309 1.8210
H -6.2896 2.4223 0.5294
H -4.1533 2.9939 1.8821
H -4.0716 3.1277 0.1394
H -0.3339 3.1815 3.0927
H -2.7502 3.9057 3.3841
H -1.8159 3.6645 4.8328
H -3.8668 1.6940 3.7344
H -4.0478 2.7192 5.1378
H -3.4211 0.3819 5.7696
H -2.2091 1.5377 6.2850
H -2.0360 -0.2102 3.7852
H -1.1055 -0.4119 5.2547
H 0.2408 0.7743 3.5450
H -0.0496 1.7887 4.9521
H -1.2749 3.0360 -0.5647
H 1.0332 2.6518 -0.2406
H 1.0487 3.3624 1.3697
H 0.5635 4.9248 -1.1990
H 2.1018 4.8369 -0.3753
H 0.3801 6.8506 0.0981
H 1.4263 6.2511 1.3623
H -1.1488 6.5245 1.8540
H -0.3169 5.1281 2.4786
H -1.8348 5.2067 -0.1676
H -2.5190 4.5836 1.3008
*
```

Output
Gap between HOMO and LUMO (alpha / beta)   5.48 / 6.17 eV
Calculated total energy   -260894.870 eV
E_HOMO (alpha / beta)   -13.260 / -13.388 eV
Relative energy (zero: lowest compared OMol25 entry of this formula, charge and spin)   0.996 eV
Largest force on an atom   0.3 eV/Å

=====

A structure of composition C36H57BrGe2MgN2O2SSi3. Source: the OMol25 dataset; level of theory: wB97M-V/def2-TZVPD.

ORCA input file:
```
! RIJCOSX wB97M-V def2-TZVPD def2/J DEFGRID3
* xyz 1 2
Mg -0.0826 0.1948 0.2858
S -4.1184 2.3522 0.1300
C -4.4975 0.6877 0.4565
C -5.7439 0.0978 0.6463
C -5.7778 -1.2595 0.8913
C -4.6004 -2.0168 0.9513
C -3.3653 -1.4337 0.7670
C -3.3193 -0.0632 0.5114
N -2.1726 0.6870 0.2804
C -2.4505 1.9446 0.0690
C -1.3410 2.8932 -0.1066
C -1.3523 4.1050 0.5723
C -0.1976 4.8668 0.6461
C 0.9749 4.3966 0.0739
C 0.9644 3.2107 -0.6433
C -0.1943 2.4341 -0.7857
H -6.6537 0.6806 0.6058
H -6.7310 -1.7465 1.0449
H -4.6633 -3.0773 1.1534
H -2.4515 -2.0083 0.8410
H -2.2488 4.4224 1.0905
H -0.2048 5.8072 1.1807
H 1.8926 4.9614 0.1680
H 1.8848 2.8880 -1.1188
C 4.4669 1.2298 1.0703
Si 4.6840 -0.6254 0.8861
C 4.4853 -1.4757 2.5413
C 6.3923 -0.9848 0.2048
Ge 3.0283 -1.4003 -0.6381
Si 1.7534 -3.3776 -0.2832
C 2.5576 -4.8331 -1.1436
C 1.5152 -3.7740 1.5324
C 0.0507 -3.0888 -1.0522
Si 3.7285 -1.1520 -2.8989
C 2.2815 -1.3095 -4.0965
C 4.5360 0.5349 -3.0919
C 4.9957 -2.4552 -3.3517
H 5.2179 1.6365 1.7526
H 3.4756 1.4657 1.4615
H 4.5884 1.7318 0.1066
H 5.2238 -1.0964 3.2523
H 4.6356 -2.5537 2.4506
H 3.4928 -1.3129 2.9617
H 7.1502 -0.7051 0.9406
H 6.5898 -0.4247 -0.7118
H 6.5201 -2.0449 -0.0229
H 3.5745 -4.9923 -0.7797
H 2.6179 -4.6761 -2.2230
H 1.9844 -5.7452 -0.9621
H 2.4553 -3.7640 2.0861
H 1.0837 -4.7742 1.6306
H 0.8322 -3.0692 2.0057
H 0.1248 -2.7998 -2.1032
H -0.5009 -2.2970 -0.5279
H -0.5623 -3.9919 -0.9922
H 1.4354 -0.6758 -3.8261
H 1.9168 -2.3401 -4.1245
H 2.5931 -1.0430 -5.1100
H 3.8718 1.3540 -2.8137
H 4.8608 0.6936 -4.1233
H 5.4191 0.6120 -2.4526
H 4.6104 -3.4648 -3.1966
H 5.8945 -2.3518 -2.7406
H 5.2843 -2.3570 -4.4010
Br 0.1069 -3.1800 6.9299
C 0.7921 -1.7657 5.8921
C 1.7149 -0.8846 6.4462
N 2.2380 0.1334 5.7712
C 1.8625 0.2998 4.5089
C 0.9477 -0.5337 3.8758
C 0.3902 -1.5903 4.5847
C 0.5774 -0.3051 2.4640
O -0.3782 -0.9488 1.9318
O 1.2142 0.5502 1.7600
H 2.0369 -1.0111 7.4730
H 2.3030 1.1276 3.9662
H -0.3289 -2.2484 4.1166
C -1.3012 -1.4084 -6.3309
C -1.4423 -0.2586 -5.3419
C -1.6472 -0.7573 -3.9171
C -1.8441 0.3432 -2.8592
Ge -0.1526 1.1703 -2.3177
C 0.9167 2.1110 -3.6624
C 0.3851 3.5035 -4.0059
C -0.9884 3.5177 -4.6651
C -1.4341 4.9292 -5.0230
H -1.1548 -1.0461 -7.3480
H -2.1913 -2.0399 -6.3268
H -0.4455 -2.0367 -6.0740
H -2.2886 0.3768 -5.6213
H -0.5549 0.3744 -5.4019
H -0.8130 -1.4068 -3.6301
H -2.5314 -1.4013 -3.9039
H -2.2973 -0.1135 -1.9818
H -2.5372 1.1054 -3.2206
H 0.7196 -0.0221 -1.6836
H 0.9718 1.4798 -4.5490
H 1.9349 2.1765 -3.2809
H 1.1055 3.9822 -4.6759
H 0.3561 4.1284 -3.1073
H -1.7280 3.0657 -3.9945
H -0.9698 2.8923 -5.5626
H -1.4994 5.5564 -4.1316
H -2.4112 4.9300 -5.5052
H -0.7254 5.3995 -5.7066
*
```

Output
Gap between HOMO and LUMO (alpha / beta)   6.19 / 7.44 eV
Calculated total energy   -268320.467 eV
E_HOMO (alpha / beta)   -9.373 / -10.802 eV
Relative energy (zero: lowest compared OMol25 entry of this formula, charge and spin)   0.000 eV
Largest force on an atom   0.7 eV/Å

=====

A cluster of 6 separate species, C36H57BrI2NO19S in total at a distorted geometry. Source: the OMol25 dataset; level of theory: wB97M-V/def2-TZVPD.

ORCA input file:
```
! RIJCOSX wB97M-V def2-TZVPD def2/J DEFGRID3
* xyz 1 1
C 4.6737 -4.1007 -0.5037
C 3.8533 -4.0763 0.8721
C 2.2684 -3.8140 0.6656
Br 1.4303 -4.4282 2.3868
C 2.0450 -2.2661 0.4188
N 2.6449 -1.5815 -0.7590
C 2.0401 -0.4163 -1.0290
C 2.8432 0.4400 -2.0988
I 4.8627 0.8246 -1.2399
C 2.2294 1.8951 -2.4228
C 3.0883 2.4631 -3.6867
I 2.6503 3.2562 -0.7660
C 0.7004 -0.1571 -0.2094
C -0.5769 0.4735 -0.9149
C -0.6730 2.0536 -0.8251
O -0.8052 2.7182 0.2074
C 0.5828 -1.6367 0.4426
C -0.7001 -2.5566 0.1428
C -1.0672 -2.7565 -1.3983
C 0.1635 -2.7662 -2.4125
C -0.3716 -3.4941 -3.7618
S 0.9706 -3.8948 -4.9665
O 0.9485 -5.3931 -5.1579
O 0.5617 -3.2887 -6.2923
O 2.4754 -3.3679 -4.4662
H 5.4183 -3.2281 -0.4702
H 5.3062 -5.0542 -0.4960
H 4.0044 -4.0464 -1.4188
H 4.2130 -3.2568 1.5826
H 4.0261 -5.0741 1.4068
H 1.9185 -4.4791 -0.1877
H 2.5512 -1.8137 1.3555
H 3.4577 -1.8356 -1.3346
H 3.0040 -0.1696 -3.0380
H 1.1527 1.8909 -2.7701
H 3.5813 1.6005 -4.2533
H 2.4662 3.1391 -4.3472
H 3.9300 3.0958 -3.2526
H 1.0297 0.4441 0.7052
H -0.6620 0.0589 -1.9735
H -1.4927 0.0589 -0.3595
H -0.6540 2.6386 -1.8158
H 0.4482 -1.3724 1.5580
H -0.6569 -3.5800 0.6264
H -1.5954 -2.0270 0.6281
H -1.8095 -1.9390 -1.7033
H -1.5980 -3.7636 -1.5076
H 0.3308 -1.6728 -2.7317
H 1.1143 -3.2324 -2.0153
H -0.8830 -4.4639 -3.4329
H -1.1398 -2.8285 -4.2754
H 2.3620 -2.4712 -4.0827
C -1.6929 2.6575 5.9631
C -1.6199 2.0982 4.5598
C -2.9405 2.0214 3.8564
O -2.7088 0.9800 2.9047
C -1.7641 0.1653 3.4481
O -1.4600 -0.9059 2.9990
O -1.2199 0.7229 4.5620
H -1.7260 3.7509 5.9394
H -2.5824 2.3023 6.4895
H -0.8280 2.3422 6.5524
H -0.8799 2.6571 3.9745
H -3.2096 2.9527 3.3582
H -3.7640 1.7115 4.5064
C -6.4432 -2.4745 2.0637
C -5.7397 -1.4822 2.9661
C -5.7101 -1.8749 4.4142
O -5.5752 -0.6107 5.0597
C -6.1533 0.3100 4.2335
O -6.3757 1.4424 4.5379
O -6.4415 -0.2405 3.0214
H -5.7782 -3.3027 1.8077
H -7.3327 -2.8911 2.5429
H -6.7755 -1.9917 1.1425
H -4.7343 -1.2769 2.5813
H -4.8728 -2.5294 4.6588
H -6.6403 -2.3368 4.7603
C 0.5674 -3.8530 -9.4751
C -0.4665 -2.8329 -9.9010
C -1.6878 -3.4204 -10.5459
O -2.1551 -2.3322 -11.3401
C -1.0572 -1.5850 -11.6574
O -1.0533 -0.6988 -12.4561
O 0.0290 -1.9919 -10.9425
H 0.2971 -4.2988 -8.5160
H 0.6619 -4.6586 -10.2080
H 1.5521 -3.3907 -9.3831
H -0.7256 -2.1902 -9.0524
H -2.4433 -3.7273 -9.8218
H -1.4676 -4.2598 -11.2133
C -0.5009 8.5686 3.6239
C -1.0213 7.6251 4.6880
C -0.2603 6.3357 4.7982
O -1.2373 5.4626 5.3639
C -2.4562 5.9354 4.9584
O -3.4846 5.3477 5.0989
O -2.3322 7.1564 4.3722
H 0.3610 9.1293 3.9927
H -0.1933 8.0281 2.7249
H -1.2763 9.2744 3.3203
H -1.0788 8.1451 5.6500
H 0.6140 6.4139 5.4455
H 0.0446 5.9244 3.8300
C 4.1201 2.4646 5.1930
C 4.1840 1.9070 3.7866
C 2.8576 1.8227 3.0935
O 3.0846 0.7884 2.1390
C 4.0435 -0.0252 2.6765
O 4.3513 -1.0912 2.2280
O 4.5909 0.5370 3.7849
H 4.0814 3.5561 5.1742
H 3.2374 2.1039 5.7272
H 4.9913 2.1532 5.7723
H 4.9152 2.4702 3.1967
H 2.5794 2.7539 2.5983
H 2.0402 1.5064 3.7498
*
```

Output
Gap between HOMO and LUMO   7.25 eV
Calculated total energy   -175718.167 eV
E_HOMO   -11.899 eV
Largest force on an atom   7.4 eV/Å